DFT (wB97M-V/def2-TZVPD) results for C17H24BrN5O6W as an isolated structure.

CARTESIAN COORDINATES (ANGSTROEM)
W: 0.24262 0.88249 -0.31861
N: -2.42137 -0.70294 2.52297
C: -3.17062 0.52588 2.20055
C: -2.45668 1.75434 2.74853
C: -1.03867 1.86096 2.27520
O: -0.07217 2.04053 2.95740
O: -0.91235 1.74841 0.91202
H: -3.00357 -1.50528 2.30206
H: -2.29650 -0.74643 3.53169
H: -4.18453 0.51487 2.60690
H: -3.25565 0.60437 1.11568
H: -2.44105 1.75833 3.83796
H: -2.98425 2.65497 2.42347
C: 3.42990 0.39521 -4.34005
C: 3.04756 -0.29955 -3.04266
C: 3.41370 -1.78485 -3.05957
O: 3.62269 0.35310 -1.91039
C: 1.54268 -0.20928 -2.84871
O: 0.70446 -0.18246 -3.68981
O: 1.16604 -0.21824 -1.50768
H: 4.50559 0.30029 -4.49527
H: 3.17206 1.45310 -4.30284
H: 2.92255 -0.06050 -5.18779
H: 4.49118 -1.88229 -3.19607
H: 2.91895 -2.29858 -3.88351
H: 3.13860 -2.26087 -2.11852
H: 4.56719 0.44370 -2.08117
Br: -0.98611 2.33025 -2.19474
C: -2.11727 0.79160 -2.07281
C: -3.22551 0.58072 -2.85111
C: -3.88137 -0.63044 -2.65640
C: -3.39887 -1.53673 -1.72185
C: -2.27388 -1.21366 -0.98802
N: -1.63828 -0.04643 -1.15836
H: -3.55442 1.30793 -3.57873
H: -4.75932 -0.86438 -3.24370
H: -3.88581 -2.48872 -1.56797
H: -1.85499 -1.87995 -0.24757
C: 3.92728 2.84482 2.01024
N: 3.18593 1.57556 2.12260
C: 3.45474 0.64214 3.09057
C: 2.72165 -0.48090 3.23165
C: 1.60225 -0.67363 2.36812
N: 1.41693 0.20901 1.37204
C: 2.17681 1.31970 1.28545
O: 1.82281 2.07513 0.32260
N: 0.73280 -1.65165 2.52046
H: 4.86258 2.74204 2.55148
H: 3.33296 3.65040 2.43534
H: 4.12740 3.04565 0.96213
H: 4.28711 0.87286 3.74044
H: 2.94472 -1.18634 4.01715
H: 0.84330 -2.32021 3.26523
H: -0.16517 -1.59145 2.05029

Summary:
Charge ... +2
LUMO energy (alpha / beta) ... -6.85 / -6.84 eV
Energy relative to the best compared isomer or geometry (same formula, charge and spin) ... 0.0 kcal per mole
HOMO level (alpha / beta) ... -0.534 / -0.535 Eh
Molecular weight ... 658.15 g/mol
Spin multiplicity ... 1